[1]
# C72H204N27O18P9

A cluster of 12 separate species, C72H204N27O18P9 in total in a non-equilibrium geometry (the ωB97M-V functional and the def2-TZVPD basis, the OMol25 dataset).

Positions of all 330 atoms, in Å:
H  12.67  19.47  13.89
H  21.42  18.23  18.25
C  22.30  15.55  22.77
H  24.36  19.07  20.95
H  32.27  13.30  19.34
C  15.94  25.51  24.27
H  11.29  20.52  14.18
C  20.65  17.21  26.84
H  16.31  17.54  12.75
P  13.59  16.19  16.25
H  21.69  17.15  27.23
H  13.08  28.02  17.94
H  22.91  17.67  14.95
O  30.68  13.74  18.28
P  17.96  25.67  22.54
C  23.10  23.15  13.60
H  16.58  20.13  11.62
O  28.50  16.55  18.69
H  10.01  16.10  16.65
H  28.05  14.54  19.14
H  20.12  16.30  27.19
H  23.13  17.68  18.87
N  17.79  16.61  13.93
N  16.37  25.89  22.90
O  14.38  17.33  16.71
O  20.59  24.91  15.03
C  18.30  23.40  11.66
H  16.40  25.04  17.29
C  16.49  20.01  23.92
H  12.80  13.54  16.49
C  12.40  16.55  13.91
O  19.64  19.57  17.83
H  17.79  16.73  16.03
C  16.22  18.96  19.65
C  20.57  14.90  11.66
O  17.88  23.68  12.96
H  19.15  28.68  22.95
H  18.37  17.50  20.21
H  11.21  23.87  14.92
H  22.89  22.29  17.57
H  12.20  24.71  13.09
H  16.41  14.55  16.65
N  22.50  17.03  16.94
C  13.98  23.87  18.13
H  15.22  19.06  11.55
H  15.99  14.57  18.30
H  11.72  18.94  11.68
N  13.45  15.81  14.64
O  10.28  22.69  19.26
N  18.24  14.04  13.21
O  17.39  15.81  11.49
C  20.56  22.03  15.03
C  21.86  24.85  18.31
N  22.55  24.77  17.03
C  17.34  22.28  17.12
H  18.23  21.63  26.12
H  12.63  22.85  15.57
H  18.01  22.33  11.42
N  18.69  26.70  23.60
H  23.37  13.32  14.83
H  12.26  21.13  19.06
H  16.93  25.56  12.73
C  22.31  21.83  16.75
H  11.33  23.18  12.70
H  15.21  26.28  24.52
H  32.46  14.84  18.55
H  15.60  16.02  22.12
C  23.14  25.51  13.67
H  17.81  24.04  10.89
C  16.27  25.78  16.49
H  10.35  20.00  11.59
H  17.12  22.31  19.92
H  20.65  19.73  24.75
C  27.59  16.91  19.73
H  18.96  17.24  18.54
H  21.18  21.32  14.49
H  15.65  20.43  14.02
H  20.99  17.60  11.62
H  15.43  20.16  10.26
H  19.72  14.64  18.60
C  15.69  14.98  17.34
H  16.47  13.03  13.91
H  10.99  25.30  20.78
H  25.07  14.41  18.03
H  15.94  20.92  23.59
H  24.69  18.79  25.02
H  21.66  16.66  18.85
C  20.02  20.81  20.48
H  24.41  25.40  16.13
H  14.90  18.91  23.08
O  17.07  20.23  25.16
C  14.53  15.22  13.91
C  9.72  22.51  16.63
C  15.52  20.10  11.33
H  17.22  12.29  12.55
H  22.24  23.13  12.93
C  12.28  20.50  13.72
H  12.37  24.54  15.90
H  25.94  15.03  16.73
H  21.65  21.05  17.25
C  23.96  13.42  15.73
C  18.12  21.23  25.12
C  20.10  14.49  17.57
P  18.21  15.63  12.69
H  19.82  20.13  21.36
C  17.87  25.11  13.23
C  15.45  16.37  24.21
H  32.53  13.37  17.61
C  10.31  25.97  18.02
C  16.90  17.67  13.65
H  24.41  25.44  17.87
N  17.51  18.83  18.95
H  21.42  14.59  12.26
C  11.84  17.19  17.97
H  10.77  15.36  15.31
H  16.33  13.86  12.29
H  14.44  25.13  12.43
H  14.18  14.41  13.31
C  14.42  24.14  11.91
H  15.24  14.84  14.59
H  19.81  17.91  13.01
H  19.49  12.54  13.81
H  19.90  14.03  11.46
C  16.56  20.22  16.48
C  21.62  20.13  24.75
H  20.16  25.15  23.81
H  10.39  25.71  16.96
H  23.24  22.24  14.14
N  23.85  14.75  16.38
C  15.40  25.49  21.89
H  15.57  25.79  20.79
H  11.76  20.09  10.42
N  21.43  22.76  16.00
H  14.96  22.01  13.94
N  18.09  26.27  21.00
H  22.70  15.56  21.76
H  28.25  17.13  20.68
H  10.47  26.98  18.35
H  20.18  18.12  27.31
H  14.90  18.83  24.88
H  14.54  14.82  23.14
C  11.46  19.98  11.46
H  14.44  12.96  16.07
H  15.51  20.48  16.57
N  20.77  17.34  25.43
H  21.02  25.60  18.44
H  17.41  18.58  13.66
H  11.96  26.55  20.05
C  17.46  27.52  20.61
C  17.85  21.83  20.49
N  17.25  20.98  17.60
C  24.98  15.08  17.23
H  24.86  16.06  17.69
H  12.92  21.23  14.24
C  20.50  17.20  12.56
N  12.00  16.39  16.70
O  16.26  17.55  23.98
H  21.78  20.79  25.62
H  10.78  17.27  18.20
H  21.38  14.93  22.78
H  18.98  28.32  24.76
H  18.54  24.68  15.17
C  17.02  13.27  12.98
N  12.92  23.11  18.81
C  19.48  17.21  24.75
C  17.77  25.39  14.70
H  14.47  25.97  22.20
H  15.34  24.39  21.86
H  17.25  16.67  18.96
H  14.58  16.61  24.91
H  15.39  23.71  11.97
H  20.44  26.56  24.82
H  19.13  20.81  24.78
H  17.85  22.96  17.82
H  23.95  25.48  12.92
P  13.47  21.72  11.60
C  21.28  17.74  22.19
P  18.41  20.09  18.44
H  16.39  18.63  20.76
N  13.42  23.18  12.47
C  22.78  18.14  15.96
H  26.92  16.06  19.86
H  23.48  26.29  14.34
H  14.23  26.00  16.24
H  25.00  13.25  15.46
H  22.80  13.09  18.36
H  30.37  15.75  17.57
C  22.26  14.00  18.66
H  23.71  18.77  16.14
C  14.79  15.92  22.96
H  12.97  15.47  21.10
N  11.36  25.08  18.68
H  15.52  18.23  19.15
C  18.60  25.42  19.86
H  17.77  24.94  19.35
H  19.77  21.55  15.60
H  17.02  28.07  21.45
H  22.61  25.12  19.11
H  25.01  17.60  21.74
H  12.03  24.25  11.32
P  22.29  17.44  24.72
H  23.05  14.59  19.14
N  14.90  21.09  12.08
H  15.95  20.00  19.60
H  17.90  22.00  24.40
N  12.13  20.95  12.32
C  22.22  17.48  18.32
C  11.82  23.57  15.78
H  20.40  21.74  20.85
H  20.76  26.75  23.16
H  10.85  14.62  17.01
H  12.37  16.72  18.80
H  13.41  21.28  17.75
O  14.92  27.20  17.73
H  19.73  13.55  17.18
C  12.11  23.87  12.40
H  13.96  21.43  19.33
O  21.75  15.42  15.05
N  23.06  24.33  14.45
C  13.82  13.51  16.85
H  16.08  15.59  24.64
H  12.77  17.23  13.10
H  21.97  18.87  16.04
C  23.97  19.58  25.09
N  18.84  21.12  19.69
H  29.27  14.40  17.07
O  16.44  25.23  15.26
H  8.88  23.00  17.11
O  13.46  21.74  10.15
H  24.01  23.30  13.04
H  21.40  23.89  18.56
H  16.33  22.70  16.96
H  20.69  18.56  22.66
H  19.16  26.01  19.12
H  12.15  18.20  17.76
H  16.41  21.92  13.28
C  18.52  28.12  23.70
C  29.89  14.82  17.90
H  21.66  20.73  23.83
H  9.31  25.72  18.45
C  13.24  16.57  21.31
H  19.40  16.26  15.34
H  11.97  17.28  14.62
H  16.81  25.71  24.82
H  15.06  15.98  13.29
H  17.08  26.51  16.72
C  15.53  21.36  13.40
H  20.17  22.74  14.26
H  16.13  17.70  14.46
N  22.08  16.95  23.14
H  14.25  28.90  16.81
C  23.77  25.61  16.99
H  27.31  19.00  19.46
C  10.85  15.53  16.43
C  15.56  18.85  24.00
C  18.46  16.81  15.18
H  16.64  19.17  16.65
P  21.80  24.33  15.66
C  15.05  26.63  16.49
H  19.64  16.65  23.81
H  12.28  17.25  21.19
P  11.30  23.45  18.46
H  24.32  20.41  24.39
H  14.91  24.00  18.73
H  22.20  25.77  13.19
H  18.15  28.19  20.12
H  13.68  24.85  17.77
H  21.38  17.10  13.28
H  17.22  21.16  21.09
H  18.92  18.18  24.63
H  14.22  24.37  10.84
H  9.73  21.48  17.04
H  14.37  28.91  18.62
H  21.92  18.19  21.43
H  23.67  12.64  16.42
H  18.75  16.60  25.29
H  18.68  13.48  15.22
H  18.94  17.80  15.10
N  14.27  14.86  17.08
H  19.71  15.23  16.92
H  23.54  26.67  16.99
H  19.15  24.60  20.21
H  9.53  22.50  15.59
P  22.33  15.49  16.40
H  16.60  27.34  20.00
H  23.01  21.39  16.09
N  21.53  14.57  17.53
H  23.02  15.21  23.48
O  13.71  16.69  22.62
H  15.98  16.00  17.39
O  25.46  18.08  19.61
O  23.33  16.66  25.48
C  28.97  15.20  19.04
C  18.05  17.49  19.14
H  15.55  24.48  24.31
H  19.98  14.10  14.39
O  18.46  24.27  22.60
H  15.21  27.39  15.69
H  17.07  20.57  15.55
H  20.98  15.24  10.73
C  25.27  18.46  20.97
H  18.69  25.57  12.75
H  13.90  16.99  20.57
H  18.27  22.53  21.16
C  32.04  13.86  18.45
H  19.38  23.42  11.64
H  17.91  22.40  16.13
C  19.13  13.50  14.20
H  20.82  20.31  19.89
C  13.16  21.69  18.68
H  20.62  17.07  21.63
N  22.66  19.05  24.71
N  19.85  15.90  12.45
N  10.95  23.20  16.86
H  29.48  15.27  20.02
H  12.64  24.91  20.36
H  13.88  12.86  17.78
H  26.70  17.93  18.17
H  21.49  13.74  19.35
H  14.33  23.30  17.30
H  17.20  19.82  23.09
C  11.75  25.49  19.99
H  17.50  28.48  23.68
H  18.15  26.39  14.95
H  23.90  20.02  26.03
C  14.07  28.35  17.72
H  11.68  15.88  13.49
C  20.05  26.26  23.87
H  26.13  19.06  21.31
C  26.79  18.10  19.19

Output
* HOMO energy: -7.98 eV
* LUMO energy: 0.33 eV
* energy relative to the best compared isomer or geometry (same formula, charge and spin): 87.8 kcal per mole
* SMILES string: CN(C)P(=O)(N(C)C)N(C)C.CN(C)P(=O)(N(C)C)N(C)C.CN(C)P(=O)(N(C)C)N(C)C.CN(C)P(=O)(N(C)C)N(C)C.CN(C)P(=O)(N(C)C)N(C)C.CN(C)P(=O)(N(C)C)N(C)C.CN(C)P(=O)(N(C)C)N(C)C.CN(C)P(=O)(N(C)C)N(C)C.CN(C)P(=O)(N(C)C)N(C)C.COCCOCCOC.COCCOCCOC.COCCOCCOC
* gap between HOMO and LUMO: 0.3053 hartree
* energy: -8770.7074 Ha
* multiplicity: 1

[2]
# C72H68FN4O11PS2

A cluster of 4 separate species, C72H68FN4O11PS2 in total in a non-equilibrium geometry (the ωB97M-V functional and the def2-TZVPD basis, the OMol25 dataset).

Positions of all 159 atoms, in Å:
C  0.47  -3.56  7.95
H  -5.13  1.18  -11.29
H  0.15  -1.70  -3.33
H  1.79  3.71  1.89
C  -3.04  -0.74  -9.46
C  7.47  1.79  0.29
H  8.37  1.74  -0.33
H  2.52  -4.77  -3.95
C  0.66  3.76  -3.35
H  1.53  -2.61  -4.98
C  5.54  1.87  -1.27
H  4.47  -0.83  -2.48
O  3.12  -1.71  -0.37
C  -10.13  -1.06  7.56
O  -0.08  -0.27  5.42
C  4.28  1.26  -2.04
C  -0.06  -4.12  -0.80
C  1.28  4.97  -3.41
S  7.41  -0.99  -5.08
H  -1.93  -2.80  10.21
C  3.24  1.01  1.72
C  -1.77  -2.22  -7.80
H  6.44  -0.65  -2.93
H  1.26  -2.20  -2.02
H  3.87  0.17  1.43
H  -3.29  0.94  -12.92
H  1.14  0.39  -3.54
C  4.42  1.55  -3.54
C  -11.79  2.78  6.72
H  3.02  -2.37  -4.04
C  -1.69  -2.84  -6.56
O  -8.06  2.38  8.55
C  0.31  -2.50  7.07
H  -6.35  0.83  9.49
C  -2.66  0.52  7.81
H  10.52  1.85  -1.45
C  -8.12  0.03  8.60
N  10.51  2.28  -3.59
C  1.96  -2.64  -3.98
H  2.27  0.19  3.53
H  -0.19  -4.49  9.77
H  4.65  2.59  -3.75
C  -0.79  -0.37  6.40
H  -2.12  0.54  -0.85
C  -10.56  2.70  7.35
C  -3.22  0.47  -11.95
H  -0.25  -4.71  0.09
C  6.60  0.03  -3.76
H  2.69  -0.36  -3.57
C  -1.48  -1.65  8.45
H  0.56  -0.95  -0.52
C  3.18  -0.73  -1.07
H  -12.23  3.75  6.52
C  -2.10  -0.28  -11.63
C  -8.32  -2.38  8.64
H  1.73  -0.55  2.03
C  -4.25  0.61  -11.03
C  -2.88  2.75  6.16
N  9.64  0.35  -4.18
C  -6.90  -0.07  9.25
H  6.87  0.15  -0.96
H  3.08  6.02  -2.78
C  -0.33  -3.66  9.08
H  7.70  1.35  1.26
C  -12.47  1.63  6.34
H  0.66  0.66  0.15
C  2.07  0.25  -1.52
H  7.13  2.82  0.38
C  9.13  -0.70  -4.97
O  -3.29  -0.78  9.67
O  -1.50  -0.17  -1.05
C  -2.54  -0.65  8.72
H  -6.71  -3.43  9.57
H  -0.05  2.73  -0.35
C  -7.10  -2.46  9.30
H  5.75  0.52  0.42
H  10.18  1.85  -5.63
C  -0.82  -1.74  -10.07
C  -1.81  0.66  6.71
C  -8.67  1.37  8.28
H  1.17  1.09  2.43
C  0.38  -3.87  -7.22
C  10.28  1.54  -2.45
H  -5.44  -1.37  10.10
O  0.32  -6.22  -1.82
C  0.30  -5.01  -1.97
C  -2.95  -1.36  -8.11
O  -3.82  -1.18  -7.28
H  -0.29  3.67  -3.88
H  3.92  4.00  -1.64
O  -10.72  -2.06  7.23
O  0.07  -1.87  -10.88
H  5.22  2.66  -0.59
C  -11.92  0.38  6.61
C  -10.69  0.29  7.25
O  0.55  -4.48  -3.22
C  -2.01  -0.90  -10.39
H  -1.26  1.90  5.05
C  -1.92  1.78  5.90
H  -4.49  3.35  7.45
H  -10.04  3.59  7.64
H  1.97  4.49  0.36
H  -4.29  1.38  8.91
H  7.38  0.75  -3.47
C  0.17  3.33  0.54
C  10.13  1.56  -4.59
H  -4.97  0.12  -9.07
C  -0.61  -3.66  -6.27
H  1.23  -4.31  7.75
H  -0.54  -4.15  -5.30
F  6.39  2.54  -2.17
C  2.96  3.96  -2.15
C  2.02  0.40  2.49
O  -0.37  0.49  -1.60
C  1.19  -1.72  -2.99
C  9.73  0.36  -2.81
C  -0.76  -2.41  -8.75
H  9.42  -0.44  -2.14
H  2.40  -3.99  -2.36
C  1.79  -0.28  -2.97
C  0.31  -3.25  -8.45
H  -13.43  1.70  5.85
C  -8.83  -1.13  8.28
C  -0.66  -1.53  7.33
H  0.94  -2.41  6.20
C  -1.30  -2.71  9.33
H  5.68  1.24  -5.26
H  0.85  5.81  -3.94
C  0.74  0.10  -0.79
H  -1.30  -0.40  -12.35
C  2.87  1.58  -1.37
C  -6.39  -1.31  9.60
H  3.81  1.55  2.49
H  1.08  -3.41  -9.19
H  1.22  -4.52  -7.00
C  -4.16  0.01  -9.79
H  0.75  -3.42  -0.55
H  -2.46  -2.68  -5.82
H  -8.87  -3.27  8.40
C  1.69  3.54  0.81
C  -3.63  1.49  8.07
P  2.86  2.20  0.39
H  -0.94  -3.50  -0.99
S  10.11  -1.65  -5.83
H  -0.35  4.29  0.48
H  -0.28  2.80  1.39
C  2.24  2.78  -2.11
H  3.43  1.42  -3.99
H  4.75  -0.16  -4.82
C  -3.74  2.60  7.25
C  6.34  0.92  -0.40
H  -2.95  3.62  5.53
C  -10.00  1.45  7.61
H  -12.45  -0.52  6.32
N  1.07  2.67  -2.71
N  4.37  -0.19  -1.69
C  5.36  0.65  -4.39
C  1.93  -4.07  -3.35
C  2.51  5.09  -2.78

Output
* HOMO energy: -7.38 eV
* LUMO energy: -1.22 eV
* SMILES string: CC[C@@H](F)[C@@]1(CCCSC(=S)n2ccnc2)NC(=O)[C@@](CCCCOC(C)=O)(COO)[C@@]1(c1ccccn1)P(CC)CC.O=C1c2ccccc2C(=O)c2ccccc21.O=C1c2ccccc2C(=O)c2ccccc21.O=C1c2ccccc2C(=O)c2ccccc21
* gap between HOMO and LUMO: 0.2266 hartree
* energy: -5068.5765 Ha
* multiplicity: 1

> Among the records above, which one has the lowest HOMO energy?

C72H204N27O18P9

> What is the LUMO energy in the second record?

-1.22 eV

> Look up the HOMO energy of the second one.

-7.38 eV